Record 1
C6H12O in the gas phase. Source: the OMol25 dataset; level of theory: ωB97M-V with the def2-TZVPD basis set.

Atoms and positions in Å:
H 2.602 -0.805 0.461
C -1.670 -1.699 -1.041
H -0.767 2.299 0.300
H -0.935 -2.414 -0.651
C 2.160 1.057 -0.393
H -0.144 -0.640 0.911
H 3.454 0.531 1.181
O 0.980 1.616 -0.434
H -2.584 -1.804 -0.445
C 2.463 0.221 0.830
H 0.317 1.676 1.557
C -0.777 0.134 0.459
H -1.903 -1.989 -2.070
H 1.768 0.198 1.679
C -0.083 1.486 0.556
H -0.221 -0.205 -1.593
H -1.691 0.181 1.066
H -1.846 0.432 -1.399
C -1.122 -0.277 -0.974

HOMO-LUMO gap: 0.3293 Ha
LUMO: 0.953 eV
charge: 0
energy above the lowest of the compared OMol25 structures with the same formula, charge and spin: 306.1 kJ/mol
HOMO level: -8.008 eV

---

Record 2
2 unconnected molecules or ions with the total composition C14H27Cl3N3O2 in a non-equilibrium geometry. Source: the OMol25 dataset; level of theory: ωB97M-V with the def2-TZVPD basis set.

Atoms and positions in Å:
H 4.688 1.121 -0.035
H -0.146 0.155 0.909
C 2.510 0.779 -0.452
H -3.475 2.119 -1.211
H 4.138 -0.498 0.548
Cl 6.614 2.175 -2.096
C -4.026 1.121 0.776
H -1.086 -4.832 0.680
C -3.582 -0.722 -1.065
H -4.088 2.566 2.478
O -2.618 -2.477 0.791
H -5.096 1.437 0.550
H -2.659 1.455 2.488
H -4.190 0.014 -1.683
H 4.506 1.106 2.501
N 0.754 -3.590 0.065
C 3.815 0.574 0.430
C -1.285 -2.545 0.493
H 1.666 1.085 0.239
H -3.874 -1.747 -1.420
H 1.480 -4.295 -0.079
C -3.114 2.040 -0.151
H -3.163 3.079 0.311
H -4.286 0.763 2.972
C 5.401 2.285 -3.376
H -4.987 -0.863 0.606
C 2.136 -0.506 -1.335
C -3.947 -0.432 0.449
H 2.846 -0.504 -2.205
Cl 3.990 3.195 -2.820
N -0.306 -1.558 0.149
C -3.769 1.499 2.295
O -0.515 -0.226 0.075
H 2.567 -2.486 -1.092
H 3.151 2.199 1.857
Cl 4.924 0.670 -3.921
H 1.107 -0.299 -1.768
C 3.554 1.146 1.884
C -0.617 -3.846 0.454
C 0.889 -2.212 -0.100
H -2.168 -0.646 1.887
H -3.699 -1.512 2.348
H 2.777 0.526 2.433
H -2.507 -0.534 -1.333
H -2.026 1.754 -0.152
N 2.174 -1.744 -0.499
H 2.720 1.658 -1.137
H 5.839 2.814 -4.217
C -3.015 -1.259 1.479

HOMO-LUMO gap: 0.3398 Ha
LUMO: -2.796 eV
charge: +1
HOMO level: -12.042 eV

---

Record 3
2 unconnected molecules or ions with the total composition ClH3NOPS in a non-equilibrium geometry. Source: the OMol25 dataset; level of theory: ωB97M-V with the def2-TZVPD basis set.

Atoms and positions in Å:
H 1.762 1.069 1.988
Cl -1.629 0.411 -3.040
P -0.922 -1.017 -1.859
N 0.798 1.111 1.864
O -1.931 -1.935 -1.376
H 0.646 0.533 1.126
S 0.937 -0.889 -1.406
H 0.339 0.717 2.703

SMILES: O=P(=S)Cl.N
HOMO-LUMO gap: 0.3388 Ha
LUMO: -0.946 eV
charge: 0
energy above the lowest of the compared OMol25 structures with the same formula, charge and spin: 146.8 kJ/mol
HOMO level: -10.165 eV

---

Record 4
A molecular structure, C16H29FeN8O4S2Si in a non-equilibrium geometry. Source: the OMol25 dataset; level of theory: ωB97M-V with the def2-TZVPD basis set.

Atoms and positions in Å:
H 2.489 0.802 0.173
H 2.750 -0.434 3.691
H -0.419 -1.479 -3.338
H -2.439 -0.839 0.821
O -0.541 -3.145 -0.821
H 1.457 3.271 1.496
C -3.287 1.828 2.543
C 1.664 -1.255 -6.000
H 3.688 1.778 -0.544
H -1.396 1.249 5.139
O -1.891 -2.933 -2.831
N -0.600 1.543 -0.226
C 2.216 2.182 3.916
H -1.149 4.002 -0.562
H -1.090 -1.485 1.863
N -0.377 3.898 0.080
S 3.795 0.621 -3.131
N 1.342 -2.867 0.441
C 2.708 0.486 -1.774
H -4.208 0.043 4.840
N 0.984 0.127 1.360
H -0.356 1.448 3.721
H -4.088 1.604 1.833
H 4.219 0.524 3.420
O -1.532 -0.977 -1.431
C 3.266 0.225 2.982
H -3.138 -1.370 4.831
Si -2.399 0.227 3.051
H -0.555 4.423 0.927
C -1.018 0.756 4.238
H 3.463 -0.330 2.066
N 2.503 1.432 2.688
H 1.367 -0.704 1.807
O -2.977 -2.796 -0.651
H -4.365 -1.200 3.581
C 1.448 1.234 1.781
N 3.173 0.914 -0.561
H 3.589 -0.292 -6.018
C 1.517 -0.554 -3.305
H -0.433 -0.115 4.552
H 1.272 -3.879 0.290
H 3.162 2.399 4.414
H -2.582 2.505 2.047
H -3.732 2.352 3.396
H -1.383 1.757 -0.837
C 0.461 -1.231 -3.896
H 1.725 3.130 3.699
Fe -0.083 -0.417 -0.205
N 0.950 2.435 1.265
C 2.718 -0.561 -5.434
C -1.773 -0.661 1.659
C -3.651 -0.644 4.193
C 2.628 -0.225 -4.089
H 1.581 1.615 4.596
H -0.279 -2.128 -5.669
S -1.860 -2.446 -1.470
C 0.352 -2.282 -0.120
H 1.710 -1.543 -7.043
C 0.548 -1.584 -5.232
C -0.071 2.556 0.320
N 1.576 -0.112 -1.956

HOMO-LUMO gap (alpha / beta): 0.1816 / 0.1811 Ha
LUMO (alpha / beta): 2.021 / 2.022 eV
charge: -1
HOMO level (alpha / beta): -2.920 / -2.906 eV

---

Record 5
A molecular structure, C23H15GeN4O2S4SeTi in a non-equilibrium geometry. Source: the OMol25 dataset; level of theory: ωB97M-V with the def2-TZVPD basis set.

Atoms and positions in Å:
H -2.726 2.567 -3.396
N -5.111 2.670 -1.054
C 4.392 1.604 0.355
H 0.427 0.081 1.553
C -3.301 2.219 -2.560
N -4.896 -2.161 2.550
C 0.170 1.676 0.094
S 3.888 -4.079 -0.299
N -4.041 -5.762 0.284
C 3.295 0.722 0.260
C 4.446 -0.765 1.840
C -1.369 1.232 1.899
C 5.450 1.318 1.198
S 1.367 -1.031 -1.966
H -2.453 3.760 -0.004
S 4.182 -1.911 -2.229
C -0.200 0.935 1.210
H 6.299 1.968 1.382
C -3.678 -4.700 0.520
Ge 1.742 1.080 -0.888
H 6.286 -0.013 2.643
H 4.485 -1.696 2.369
C -4.201 -2.665 1.807
H -4.638 3.932 -2.591
Se -1.603 -0.130 -2.625
C 5.046 -3.276 -1.456
H 2.112 2.047 -2.042
C 3.370 -0.460 0.993
H -3.095 2.474 1.971
C -3.854 0.624 -0.871
Ti -0.759 -1.963 -0.701
N -2.354 -2.753 0.384
O -2.058 -1.596 0.867
O 6.180 -3.570 -1.644
C 2.453 -3.088 -0.599
H 4.433 2.485 -0.226
C 5.446 0.158 1.989
H -5.386 1.354 0.444
H -1.642 0.553 2.743
C -3.382 -3.344 0.870
C -0.655 2.696 -0.340
C -2.187 2.261 1.466
C -3.053 0.980 -1.945
H -0.428 3.216 -1.268
C -4.814 1.524 -0.456
H 2.516 -1.177 0.876
C -4.338 2.999 -2.118
C -1.799 3.010 0.335
S 1.036 -3.615 0.241
H -3.661 -0.318 -0.400
C 2.663 -2.069 -1.463

HOMO-LUMO gap (alpha / beta): 0.2403 / 0.2626 Ha
LUMO (alpha / beta): 1.951 / 1.848 eV
charge: -1
energy above the lowest of the compared OMol25 structures with the same formula, charge and spin: 0.0 kJ/mol
HOMO level (alpha / beta): -4.587 / -5.298 eV
spin multiplicity: 3

---

Record 6
2 unconnected molecules or ions with the total composition C2H3NO3 in a non-equilibrium geometry. Source: the OMol25 dataset; level of theory: ωB97M-V with the def2-TZVPD basis set.

Atoms and positions in Å:
H 0.726 -0.369 -1.035
H 2.316 0.536 -0.956
C -2.407 -0.559 0.202
O -3.035 0.089 -0.527
C 1.448 0.135 -0.299
H 2.068 -0.671 0.311
O -0.230 1.033 0.748
N 0.936 1.047 0.647
O -1.822 -1.240 0.909

SMILES: O=C=O.CN=O
HOMO-LUMO gap: 0.3482 Ha
LUMO: 0.098 eV
charge: 0
energy above the lowest of the compared OMol25 structures with the same formula, charge and spin: 298.6 kJ/mol
HOMO level: -9.376 eV